(1)
{
  "formula": "C4H8N2S",
  "method": "ωB97M-V with the def2-TZVPD basis set",
  "symbols": ["C", "C", "N", "S", "N", "C", "C", "H", "H", "H", "H", "H", "H", "H", "H"],
  "positions_angstrom": [[-0.34415, 1.95544, 0.01882], [0.51801, 0.69032, -0.09997], [1.75776, 0.84172, 0.14762], [2.89878, -0.41466, -0.05572], [-0.02665, -0.52543, -0.54698], [-0.22687, -1.59295, 0.43240], [-1.43452, -0.93826, -0.16236], [-1.20332, 1.78589, 0.72443], [-0.71636, 2.22799, -1.00549], [0.32869, 2.73175, 0.42846], [2.28727, -1.11584, -1.04623], [-0.02397, -1.32852, 1.48179], [0.17306, -2.60073, 0.13144], [-1.98281, -0.29016, 0.50927], [-2.00492, -1.42657, -0.95748]],
  "smiles": "C/C(=N/S)N1CC1",
  "orbital_gap_ev": 9.25,
  "total_charge": 0,
  "relative_energy_kcal_mol": 58.93,
  "e_homo_ev": -8.3
}

***

(2)
{
  "formula": "C4H8N2S",
  "method": "ωB97M-V with the def2-TZVPD basis set",
  "symbols": ["C", "C", "N", "S", "C", "C", "N", "H", "H", "H", "H", "H", "H", "H", "H"],
  "positions_angstrom": [[-0.96806, -2.09499, -0.01558], [0.16890, -0.94704, 0.06746], [1.38369, -1.17280, 0.19572], [2.81092, -0.26890, 0.01838], [-0.46155, 0.36209, -0.06406], [-0.10267, 1.75635, 0.70005], [0.21906, 1.55097, -0.71695], [-1.61328, -1.99883, 1.02093], [-0.26987, -3.05054, -0.40939], [-1.76579, -1.73907, -0.88057], [2.47835, 0.84292, -0.74320], [-1.50871, 0.28373, -0.20681], [-0.87003, 2.63955, 0.99316], [0.68413, 1.78221, 1.47444], [-0.18508, 2.05435, -1.43358]],
  "smiles": "C/C(=N/S)[C@H]1CN1",
  "orbital_gap_ev": 9.18,
  "total_charge": 0,
  "relative_energy_kcal_mol": 113.15,
  "e_homo_ev": -8.3
}

***

(3)
{
  "formula": "C4H8N2S",
  "method": "ωB97M-V with the def2-TZVPD basis set",
  "symbols": ["S", "C", "C", "C", "C", "N", "N", "H", "H", "H", "H", "H", "H", "H", "H"],
  "positions_angstrom": [[2.06714, -0.07267, -0.63965], [1.24249, 0.18974, 0.95702], [-0.28713, 0.18379, 0.89410], [-0.93007, 1.23302, -0.04519], [-2.05945, 0.40943, -0.61901], [-1.98085, -0.83339, -0.37038], [-0.79862, -1.07758, 0.32976], [1.30493, -1.16882, -0.98994], [1.60525, 1.17458, 1.33578], [1.58387, -0.60280, 1.69302], [-0.66611, 0.36747, 1.90564], [-1.23890, 2.13902, 0.47969], [-0.19164, 1.53288, -0.81416], [-2.85143, 0.79728, -1.23533], [-0.95890, -1.79609, 1.02247]],
  "smiles": "SC[C@H]1CC=NN1",
  "orbital_gap_ev": 9.76,
  "total_charge": 0,
  "relative_energy_kcal_mol": 37.51,
  "e_homo_ev": -8.9
}

***

(4)
{
  "formula": "C4H8N2S",
  "method": "ωB97M-V with the def2-TZVPD basis set",
  "symbols": ["C", "C", "C", "C", "N", "N", "S", "H", "H", "H", "H", "H", "H", "H", "H"],
  "positions_angstrom": [[0.75493, 1.08277, 0.19375], [-0.06407, -0.20708, 0.04357], [-1.55817, 0.20268, 0.19908], [0.40148, -0.57041, -1.38251], [1.64643, 1.15207, 1.06784], [0.42725, -1.22937, 0.94251], [2.04941, -0.01450, 2.06963], [0.53965, 1.88435, -0.54431], [-1.78876, 1.32766, 0.09464], [-2.06109, 0.02705, 1.07069], [-2.12880, -0.24878, -0.58674], [0.68286, -1.61847, -1.38321], [1.51348, -0.08251, -1.56253], [-0.38146, -0.28344, -2.02070], [-0.03314, -1.42203, 1.79829]],
  "orbital_gap_ev": 7.99,
  "total_charge": 0,
  "relative_energy_kcal_mol": 92.72,
  "e_homo_ev": -8.5
}

***

(5)
{
  "formula": "C4H8N2S",
  "method": "ωB97M-V with the def2-TZVPD basis set",
  "symbols": ["H", "N", "C", "S", "C", "N", "C", "C", "H", "H", "H", "H", "H", "H", "H"],
  "positions_angstrom": [[1.29644, -0.86114, 1.93662], [1.61151, -0.70887, 0.98726], [0.57049, -0.28460, 0.26096], [-0.79953, 0.02469, 1.32144], [-2.18002, 0.02539, 0.34529], [0.23108, -0.24493, -0.99360], [1.34862, -0.03863, -1.89349], [0.56649, 1.10183, -1.46971], [-2.09083, 0.96886, -0.13187], [-2.17720, -0.70576, -0.41699], [-3.02565, -0.21052, 1.19331], [2.30747, -0.30119, -1.31038], [1.24890, -0.62374, -2.92590], [0.70314, 1.75378, -0.71968], [-0.20144, 1.43726, -2.18203]],
  "smiles": "[H]/N=C(\\SC)N1CC1",
  "orbital_gap_ev": 9.33,
  "total_charge": 0,
  "relative_energy_kcal_mol": 98.49,
  "e_homo_ev": -8.5
}

***

(6)
{
  "formula": "C4H8N2S",
  "method": "ωB97M-V with the def2-TZVPD basis set",
  "symbols": ["C", "C", "C", "C", "H", "H", "H", "H", "H", "H", "H", "H", "N", "N", "S"],
  "positions_angstrom": [[0.02484, 1.57353, 0.05638], [-0.08882, 0.10238, 0.02257], [1.19160, -0.13641, 0.54167], [-2.32847, -0.51194, 0.38018], [0.78686, 1.87182, -0.58946], [0.15180, 1.91170, 1.14596], [-1.08793, 1.89382, -0.15404], [-0.06072, -0.48108, -1.05040], [1.26326, -0.49057, 1.56271], [-3.13384, -0.63125, 1.16344], [-1.55977, 0.36094, -1.18740], [-3.59819, 0.90876, -1.00118], [-1.27010, -0.37728, 0.84900], [-2.50460, -0.44288, -1.00253], [2.55416, -0.36052, -0.30123]],
  "orbital_gap_ev": 7.79,
  "total_charge": 0,
  "relative_energy_kcal_mol": 186.81,
  "e_homo_ev": -8.8
}

***

(7)
{
  "formula": "C4H8N2S2",
  "method": "ωB97M-V with the def2-TZVPD basis set",
  "symbols": ["S", "C", "N", "N", "C", "C", "S", "C", "H", "H", "H", "H", "H", "H", "H", "H"],
  "positions_angstrom": [[-2.48774, -1.65338, -0.55141], [-1.86106, -0.57084, -1.56070], [-0.87339, 0.34766, -1.43888], [0.09668, 0.43050, -0.39601], [0.29633, 1.61404, 0.35375], [1.66349, 1.09754, 0.63496], [1.99309, -0.00564, 2.08528], [1.45192, 0.32132, -0.74505], [-2.36169, -0.35669, -2.55216], [-0.50092, 0.72945, -2.48370], [-0.34219, 1.92622, 1.19001], [0.52466, 2.53871, -0.36558], [2.46504, 1.79748, 0.72113], [0.61741, -0.49171, 2.11793], [1.82870, 0.88045, -1.59238], [1.81638, -0.69907, -0.83065]],
  "smiles": "S=CNN1CC(S)C1",
  "orbital_gap_ev": 9.04,
  "total_charge": 0,
  "relative_energy_kcal_mol": 74.70,
  "e_homo_ev": -8.4
}

***

(8)
{
  "formula": "C4H8N3",
  "method": "ωB97M-V with the def2-TZVPD basis set",
  "symbols": ["C", "C", "C", "N", "C", "N", "N", "H", "H", "H", "H", "H", "H", "H", "H"],
  "positions_angstrom": [[-2.95811, -0.90036, 1.24848], [-2.10708, -0.77461, 0.30751], [-1.13028, -0.59883, -0.77073], [0.31642, -0.71733, -0.32894], [1.13069, 0.34122, -0.01045], [0.76618, 1.65523, 0.06579], [2.39975, 0.03904, 0.17628], [-3.59394, -0.68182, 2.12585], [-1.33891, -1.34899, -1.54662], [-1.32203, 0.41408, -1.21946], [0.85262, -1.57722, -0.56273], [1.42045, 2.36286, 0.07759], [-0.24596, 1.92737, 0.04347], [3.09767, 0.77551, 0.35555], [2.71252, -0.91615, 0.03843]],
  "smiles": "C#CCNC(N)=[NH2+]",
  "orbital_gap_ev": 10.31,
  "total_charge": 1,
  "relative_energy_kcal_mol": 68.98,
  "e_homo_ev": -13.6
}